Version P
ORCA calculation (wB97M-V/def2-TZVPD) on 2 unconnected molecules or ions with the total composition C4H12N2O.

The geometry in XYZ format:
```
19
C4H12N2O wB97M-V/def2-TZVPD
H -2.447 -3.438 0.217
H 1.961 0.850 -0.164
H -2.599 -2.576 -1.356
H 1.479 3.953 3.086
H -1.185 -0.830 -1.807
C -1.122 -1.897 -0.042
H 1.067 4.840 4.126
C -0.813 -0.846 -0.816
C 1.297 0.463 -0.881
H -0.112 0.554 0.576
H -0.543 -2.035 0.955
H 2.588 -0.828 -1.711
O 0.662 4.425 3.245
H 1.433 1.065 -1.696
H 1.041 -1.599 -1.743
N 1.697 -0.881 -1.291
H -0.573 1.263 -0.953
N -2.116 -2.818 -0.451
C -0.106 0.492 -0.476
```

* SMILES string: N/C=C/CCN.O
* HOMO-LUMO gap: 8.4 eV
* highest occupied orbital energy: -0.2817 Ha
* LUMO energy: 0.776 eV
* molecular weight: 104.15 g/mol

Formally, the Löwdin partial charges of the atoms, in units of the elementary charge, are as follows: atom 1 (H): 0.0380, atom 2 (H): 0.0950, atom 3 (H): 0.1158, atom 4 (H): 0.0057, atom 5 (H): 0.0838, atom 6 (C): -0.2063, atom 7 (H): 0.1046, atom 8 (C): -0.1689, atom 9 (C): -0.3047, atom 10 (H): 0.0947, atom 11 (H): 0.1479, atom 12 (H): 0.0367, atom 13 (O): -0.1106, atom 14 (H): 0.0724, atom 15 (H): 0.0991, atom 16 (N): -0.0252, atom 17 (H): 0.0788, atom 18 (N): 0.0195, atom 19 (C): -0.1763

---

Version Q
ORCA calculation (wB97M-V/def2-TZVPD) on 3 unconnected molecules or ions with the total composition C4H12N2O.

The geometry in XYZ format:
```
19
C4H12N2O wB97M-V/def2-TZVPD
H 3.724 -0.435 0.056
H -0.499 0.951 0.195
C -2.956 -1.341 -1.960
N -0.209 1.954 0.465
H 1.660 -1.335 0.898
C 3.337 0.437 0.617
H -1.936 -1.689 -1.687
H -2.997 -0.441 -2.601
H 0.321 -0.461 0.657
N 1.274 -0.614 0.340
H -0.789 2.315 1.278
H -1.551 -1.479 0.846
H -3.465 -2.157 -2.494
C 1.210 1.858 0.829
H -3.178 -1.122 -0.942
H 1.725 2.473 1.540
O -1.694 -0.637 0.427
H 4.047 1.074 1.035
C 1.976 0.649 0.503
```

* HOMO-LUMO gap: 4.7 eV
* highest occupied orbital energy: -0.2745 Ha
* LUMO energy: -2.748 eV
* molecular weight: 104.15 g/mol

Formally, the Löwdin partial charges of the atoms, in units of the elementary charge, are as follows: atom 1 (H): 0.0918, atom 2 (H): 0.0664, atom 3 (C): -0.0865, atom 4 (N): 0.1533, atom 5 (H): 0.0771, atom 6 (C): 0.1140, atom 7 (H): 0.0100, atom 8 (H): 0.0167, atom 9 (H): 0.0083, atom 10 (N): 0.0776, atom 11 (H): 0.1462, atom 12 (H): -0.0988, atom 13 (H): 0.0080, atom 14 (C): 0.0689, atom 15 (H): -0.0369, atom 16 (H): 0.1168, atom 17 (O): -0.4428, atom 18 (H): 0.0394, atom 19 (C): -0.3293

---

Version R
ORCA calculation (wB97M-V/def2-TZVPD) on 2 unconnected molecules or ions with the total composition C4H12N2O.

The geometry in XYZ format:
```
19
C4H12N2O wB97M-V/def2-TZVPD
N 0.772 0.022 2.011
H 1.936 -1.524 -0.075
H -1.816 -0.152 2.530
C -1.145 0.509 0.611
H 2.237 -0.731 -1.651
N -2.048 0.137 1.604
H 2.123 0.991 -0.032
O -0.784 0.184 -2.527
H 0.925 0.814 2.626
H -1.620 0.724 -0.333
C 0.171 0.480 0.766
H 0.711 -1.476 -1.232
H -1.019 0.437 -3.428
H -1.099 -0.713 -2.408
H -3.011 0.061 1.342
H 0.807 1.202 -1.107
H 0.156 -0.625 2.490
C 1.181 0.529 -0.341
C 1.524 -0.869 -0.845
```

* SMILES string: CC/C(N)=C/N.O
* HOMO-LUMO gap: 8.0 eV
* highest occupied orbital energy: -0.2682 Ha
* LUMO energy: 0.660 eV
* molecular weight: 104.15 g/mol

Formally, the Löwdin partial charges of the atoms, in units of the elementary charge, are as follows: atom 1 (N): 0.0592, atom 2 (H): 0.0689, atom 3 (H): 0.0607, atom 4 (C): -0.1694, atom 5 (H): 0.0669, atom 6 (N): 0.0416, atom 7 (H): 0.1041, atom 8 (O): -0.0491, atom 9 (H): 0.0755, atom 10 (H): 0.0991, atom 11 (C): -0.3549, atom 12 (H): 0.0514, atom 13 (H): 0.0527, atom 14 (H): 0.0424, atom 15 (H): 0.0706, atom 16 (H): 0.0857, atom 17 (H): 0.0521, atom 18 (C): -0.2423, atom 19 (C): -0.1154

---

Tell me which of them is the least stable. Sure, it is version Q.

---

Version P
ORCA calculation (wB97M-V/def2-TZVPD) on 2 unconnected molecules or ions with the total composition C4H12N2O.

The geometry in XYZ format:
```
19
C4H12N2O wB97M-V/def2-TZVPD
C -2.011 -1.297 0.495
H 0.671 0.523 -1.928
H 1.395 -1.405 0.177
H 1.476 -0.779 1.826
O 0.293 2.403 -1.292
H -3.021 -1.473 0.106
H -0.961 -2.233 -0.992
C 1.610 -0.522 0.777
N 0.096 1.251 1.269
C 0.974 1.179 -1.107
H -2.007 -0.304 0.943
H -1.052 -0.539 -1.172
H 2.639 -0.212 0.614
H -0.581 1.930 0.923
H 2.060 1.324 -1.194
N -0.957 -1.335 -0.514
C 0.643 0.544 0.375
H 0.542 2.991 -0.566
H -1.810 -2.046 1.260
```

* SMILES string: [H]/N=C(/C)CO.CN
* HOMO-LUMO gap: 10.1 eV
* highest occupied orbital energy: -0.3405 Ha
* LUMO energy: 0.876 eV
* molecular weight: 104.15 g/mol

Formally, the Löwdin partial charges of the atoms, in units of the elementary charge, are as follows: atom 1 (C): -0.1761, atom 2 (H): 0.1026, atom 3 (H): 0.0619, atom 4 (H): 0.0781, atom 5 (O): -0.0851, atom 6 (H): 0.0637, atom 7 (H): 0.0769, atom 8 (C): -0.0774, atom 9 (N): 0.1220, atom 10 (C): -0.1920, atom 11 (H): 0.0543, atom 12 (H): 0.0744, atom 13 (H): 0.0739, atom 14 (H): 0.0508, atom 15 (H): 0.1133, atom 16 (N): -0.0714, atom 17 (C): -0.4276, atom 18 (H): 0.0841, atom 19 (H): 0.0735

---

Version Q
ORCA calculation (wB97M-V/def2-TZVPD) on C4H12N2O in the gas phase.

The geometry in XYZ format:
```
19
C4H12N2O wB97M-V/def2-TZVPD
N 0.813 -0.506 1.607
C -0.546 -0.187 -0.608
H 2.452 -1.150 -0.881
H -0.096 -0.529 1.872
O 2.982 0.214 0.278
C 1.913 -0.288 -0.567
H -3.496 1.080 0.529
H 1.250 0.377 1.757
N -1.792 -0.065 0.290
C 0.683 -0.803 0.204
C -2.544 1.122 0.080
H 3.789 -0.165 -0.162
H 1.754 0.328 -1.495
H -2.043 1.965 0.365
H -0.257 0.824 -0.833
H -2.414 -0.851 0.106
H 0.831 -1.894 0.072
H -0.606 -0.764 -1.522
H -2.675 1.290 -1.092
```

* SMILES string: CNC[C@H](N)CO
* HOMO-LUMO gap: 9.8 eV
* highest occupied orbital energy: -0.3269 Ha
* LUMO energy: 0.892 eV
* molecular weight: 104.15 g/mol

Formally, the Löwdin partial charges of the atoms, in units of the elementary charge, are as follows: atom 1 (N): 0.0701, atom 2 (C): -0.1320, atom 3 (H): 0.0904, atom 4 (H): 0.0119, atom 5 (O): -0.1042, atom 6 (C): -0.2278, atom 7 (H): 0.0614, atom 8 (H): 0.0673, atom 9 (N): -0.1294, atom 10 (C): -0.3608, atom 11 (C): -0.1670, atom 12 (H): 0.1057, atom 13 (H): 0.1277, atom 14 (H): 0.0384, atom 15 (H): 0.0910, atom 16 (H): 0.1017, atom 17 (H): 0.1313, atom 18 (H): 0.1088, atom 19 (H): 0.1155

---

Version R
ORCA calculation (wB97M-V/def2-TZVPD) on 2 unconnected molecules or ions with the total composition C4H12N2O.

The geometry in XYZ format:
```
19
C4H12N2O wB97M-V/def2-TZVPD
H -1.573 -2.419 0.759
O 1.246 -0.917 2.053
C 1.346 1.917 -1.821
C 0.500 -1.731 1.107
H 1.021 -2.717 1.033
H -1.356 -0.856 1.685
H 0.762 -0.093 2.162
H 1.088 2.926 -2.183
H -2.650 0.644 -0.782
H 0.560 -1.292 0.063
N -1.822 0.909 -0.212
N 0.427 1.420 -0.741
H -1.063 -2.399 2.455
C -0.804 0.867 -1.023
H 2.378 1.921 -1.477
H 1.283 1.211 -2.664
H 0.483 2.000 0.093
H -0.834 0.461 -2.009
C -0.993 -1.853 1.503
```

* SMILES string: [H]/N=C/NC.CCO
* HOMO-LUMO gap: 9.9 eV
* highest occupied orbital energy: -0.3332 Ha
* LUMO energy: 0.872 eV
* molecular weight: 104.15 g/mol

Formally, the Löwdin partial charges of the atoms, in units of the elementary charge, are as follows: atom 1 (H): 0.0746, atom 2 (O): -0.1005, atom 3 (C): -0.0802, atom 4 (C): -0.3052, atom 5 (H): 0.1130, atom 6 (H): 0.0359, atom 7 (H): 0.0619, atom 8 (H): 0.0774, atom 9 (H): 0.0448, atom 10 (H): 0.0893, atom 11 (N): 0.0519, atom 12 (N): -0.0664, atom 13 (H): 0.0706, atom 14 (C): -0.3423, atom 15 (H): 0.0717, atom 16 (H): 0.0771, atom 17 (H): 0.1233, atom 18 (H): 0.1065, atom 19 (C): -0.1036

---

Tell me which of them is the least stable. Sure, it is version Q.

---

Version P
ORCA calculation (wB97M-V/def2-TZVPD) on 2 unconnected molecules or ions with the total composition C4H12N2O.

The geometry in XYZ format:
```
19
C4H12N2O wB97M-V/def2-TZVPD
C -1.219 0.630 -0.889
H 2.149 -2.026 -1.852
C 3.184 -0.819 -0.430
H 2.807 -1.273 0.392
N 2.277 -1.060 -1.532
H -2.691 -0.502 2.549
H 2.541 -0.624 -2.450
H 4.318 -1.159 -0.505
H -1.858 -0.242 -0.861
H -3.736 0.392 1.310
N -0.841 1.303 0.356
H -0.243 0.385 -1.360
H -1.718 1.462 -1.408
H -2.627 -0.886 0.867
C -2.764 -0.093 1.574
H -1.155 1.194 2.494
H 3.155 0.259 -0.315
O 0.111 2.113 0.468
C -1.691 0.945 1.594
```

* SMILES string: C/C=[N+](\C)[O-].CN
* HOMO-LUMO gap (alpha / beta): 8.9 / 8.7 eV
* highest occupied orbital energy (alpha / beta): -0.2898 / -0.2901 Ha
* LUMO energy (alpha / beta): 0.976 / 0.772 eV
* molecular weight: 104.15 g/mol

Formally, the Löwdin partial charges of the atoms, in units of the elementary charge, are as follows: atom 1 (C): -0.0221, atom 2 (H): 0.0585, atom 3 (C): -0.2058, atom 4 (H): 0.0196, atom 5 (N): -0.0948, atom 6 (H): 0.0572, atom 7 (H): 0.0797, atom 8 (H): 0.1023, atom 9 (H): 0.0677, atom 10 (H): 0.0926, atom 11 (N): -0.3152, atom 12 (H): 0.0872, atom 13 (H): 0.1020, atom 14 (H): 0.0475, atom 15 (C): -0.1252, atom 16 (H): 0.0863, atom 17 (H): 0.0666, atom 18 (O): -0.0743, atom 19 (C): -0.0298

---

Version Q
ORCA calculation (wB97M-V/def2-TZVPD) on C4H12N2O in the gas phase.

The geometry in XYZ format:
```
19
C4H12N2O wB97M-V/def2-TZVPD
H 0.568 -1.600 0.748
H 1.852 1.728 -0.181
H 1.376 -1.361 -1.933
H -1.154 -0.810 -1.565
O -1.359 -1.409 1.337
C -0.381 -0.531 -0.838
C -0.845 0.841 -0.286
H -0.282 1.084 1.733
H -1.242 1.505 -1.060
N 0.927 -0.615 -1.438
C -0.425 -1.615 0.292
H -1.831 0.651 0.162
H -0.959 -1.436 2.204
H -0.623 -2.569 -0.204
H -0.118 2.582 0.727
N 1.512 1.388 0.719
H 1.191 0.252 -1.870
C 0.047 1.511 0.789
H 1.747 0.403 0.664
```

* SMILES string: NCC[C@@H](N)CO
* HOMO-LUMO gap: 9.5 eV
* highest occupied orbital energy: -0.3159 Ha
* LUMO energy: 0.910 eV
* molecular weight: 104.15 g/mol

Formally, the Löwdin partial charges of the atoms, in units of the elementary charge, are as follows: atom 1 (H): 0.1090, atom 2 (H): 0.0578, atom 3 (H): 0.0771, atom 4 (H): 0.1247, atom 5 (O): -0.0693, atom 6 (C): -0.3809, atom 7 (C): -0.1547, atom 8 (H): 0.0963, atom 9 (H): 0.1019, atom 10 (N): 0.0233, atom 11 (C): -0.2172, atom 12 (H): 0.1048, atom 13 (H): 0.0836, atom 14 (H): 0.1142, atom 15 (H): 0.0993, atom 16 (N): -0.0122, atom 17 (H): 0.0668, atom 18 (C): -0.2619, atom 19 (H): 0.0373

---

Tell me which of them is the least stable. Sure, it is version P.